ORCA calculation (ωB97M-V with the def2-TZVPD basis set) on a cluster of 15 separate species, C31H56Cl14F2O24 in total in a non-equilibrium geometry.

XYZ file:
```
127
Properties=species:S:1:pos:R:3:lowdin_charge:R:1
C -4.8428 -7.8128 -0.0647 -0.026
O -4.1222 -6.8893 0.7377 0.015
C -4.7005 -5.8482 1.2657 -0.611
O -5.8005 -5.3201 1.0869 0.095
O -3.7595 -5.2716 1.9948 -0.008
C -3.9626 -4.0067 2.5827 -0.043
H -4.6053 -7.6978 -1.1223 0.096
H -5.9255 -7.7921 0.0595 0.097
H -4.4820 -8.7442 0.3718 0.098
H -3.6540 -3.3219 1.7929 0.099
H -3.2980 -3.8182 3.4259 0.091
H -4.9776 -3.8017 2.9228 0.096
C -2.6815 8.2505 0.0321 -0.028
O -3.7639 8.2777 0.9495 0.011
C -4.5286 7.2308 0.9724 -0.522
O -4.3818 6.2033 0.2773 0.079
O -5.5388 7.4953 1.9423 -0.047
C -6.4706 6.4752 2.3261 -0.057
H -1.9696 7.5343 0.4426 0.099
H -2.1732 9.2128 -0.0267 0.098
H -2.9710 7.9538 -0.9760 0.100
H -7.3092 7.0410 2.7320 0.090
H -6.0672 5.8631 3.1328 0.087
H -6.8041 5.8109 1.5289 0.091
C 5.4345 -5.2246 -3.4040 -0.053
O 5.8795 -5.6931 -2.1255 -0.019
C 6.6960 -6.7996 -2.1703 -0.518
O 6.9501 -7.4644 -3.1855 0.089
O 6.9941 -7.1412 -0.8971 -0.013
C 7.7767 -8.2933 -0.6480 -0.051
H 5.2004 -6.0443 -4.0833 0.086
H 6.2526 -4.6793 -3.8744 0.099
H 4.4660 -4.7251 -3.3789 0.091
H 7.3181 -9.2183 -0.9976 0.095
H 7.9808 -8.4805 0.4062 0.095
H 8.6875 -8.1214 -1.2215 0.098
C -0.8085 -4.9379 -6.7773 -0.013
O -0.2024 -5.6915 -5.6787 -0.017
C -0.3530 -5.2215 -4.4273 -0.557
O -0.6108 -4.0197 -4.1459 0.063
O 0.0887 -6.1293 -3.5679 -0.001
C 0.3840 -5.8755 -2.1871 -0.028
H -0.6970 -5.6276 -7.6140 0.089
H -0.1677 -4.0830 -6.9935 0.095
H -1.8693 -4.7252 -6.6449 0.095
H -0.4776 -5.3242 -1.8104 0.090
H 1.2220 -5.2343 -1.9136 0.092
H 0.5758 -6.7767 -1.6048 0.094
C -0.7544 3.5189 2.8326 -0.051
O 0.1404 2.8453 2.0254 0.016
C -0.2176 1.7879 1.3730 -0.578
O -1.3747 1.3289 1.2659 0.077
O 0.8752 1.2813 0.7502 -0.014
C 0.6682 0.2530 -0.2391 -0.029
H -1.7023 3.7642 2.3537 0.103
H -0.2474 4.4509 3.0824 0.098
H -0.9257 2.9568 3.7507 0.103
H 0.1479 0.5856 -1.1373 0.090
H -0.0079 -0.4955 0.1740 0.090
H 1.6561 -0.1037 -0.5306 0.095
C 2.6103 0.4065 -6.5906 -0.027
O 3.1406 1.6990 -6.3500 -0.012
C 4.3388 1.8577 -5.8210 -0.606
O 5.1042 0.9578 -5.4568 0.093
O 4.4209 3.1430 -5.6005 0.017
C 5.4648 3.6954 -4.8546 -0.045
H 2.6530 -0.1194 -5.6369 0.093
H 3.4144 -0.0435 -7.1728 0.098
H 1.5799 0.4301 -6.9453 0.101
H 5.7497 2.9664 -4.0960 0.093
H 5.1413 4.6418 -4.4212 0.098
H 6.3725 3.9460 -5.4035 0.096
C -5.6464 -2.8292 -3.6825 -0.039
C -6.2067 -2.4963 -5.0652 -0.360
O -5.3194 -1.5013 -5.5417 0.152
C -4.5688 -1.0660 -4.5052 -0.573
O -3.6545 -0.2759 -4.5694 0.154
O -4.9342 -1.6410 -3.3906 0.093
F -7.4332 -2.0563 -5.0600 0.118
H -4.9672 -3.6811 -3.7139 0.142
H -6.4860 -2.9725 -3.0023 0.147
H -6.2579 -3.4241 -5.6351 0.166
C 3.6959 -0.3283 6.7337 -0.063
C 3.2302 0.5882 5.6592 -0.383
O 4.3615 0.9880 4.9749 0.156
C 5.3751 0.1118 5.2694 -0.477
O 6.5171 0.1575 4.8153 0.142
O 4.9608 -0.7225 6.2467 0.073
F 2.6363 1.6455 6.2033 0.093
H 3.0960 -1.2332 6.8307 0.141
H 3.8187 0.1839 7.6880 0.147
H 2.4912 0.0347 5.0799 0.171
C 1.1827 -5.1093 5.0622 -0.994
Cl 2.8554 -5.3385 5.7708 0.447
Cl 1.0427 -3.8895 3.7958 0.506
H 0.8474 -6.0755 4.6850 0.025
H 0.6249 -4.8612 5.9652 0.017
C 3.7029 6.0804 1.6892 -1.030
Cl 4.0077 6.2176 3.4252 0.498
Cl 5.0488 6.6497 0.6698 0.487
H 3.5422 5.0143 1.5291 0.021
H 2.8355 6.6656 1.3838 0.024
C -2.6745 10.4019 5.1025 -1.045
Cl -1.2279 9.3851 5.2731 0.469
Cl -2.1991 11.6481 4.0094 0.517
H -3.4816 9.7498 4.7685 0.033
H -2.9379 10.9479 6.0083 0.027
C -6.2621 0.6324 1.3274 -1.058
Cl -5.9982 0.8751 3.0150 0.524
Cl -7.9657 0.9206 0.8808 0.480
H -5.7098 1.3874 0.7679 0.025
H -5.9206 -0.3721 1.0776 0.028
C -0.9623 4.1198 -3.0304 -1.037
Cl -1.8488 5.2382 -4.0795 0.499
Cl 0.4176 4.9765 -2.3495 0.481
H -1.5323 3.6939 -2.2047 0.031
H -0.5920 3.2563 -3.5828 0.028
C -1.9190 4.7834 8.1124 -1.085
Cl -1.8975 5.7539 9.5959 0.500
Cl -3.4158 4.7728 7.2425 0.533
H -1.0920 5.1730 7.5187 0.023
H -1.6183 3.7587 8.3304 0.027
C 6.5892 -0.6744 -0.8888 -1.034
Cl 5.9770 -1.7643 0.3786 0.480
Cl 5.9014 0.8982 -0.5865 0.502
H 7.6737 -0.6200 -0.9842 0.039
H 6.1199 -1.0236 -1.8085 0.016
```

Values from the calculation:
- HOMO (eV) = -10.659
- lowest unoccupied orbital energy (eV) = -0.087


ORCA calculation (ωB97M-V with the def2-TZVPD basis set) on a cluster of 10 separate species, C31H56Cl18F2N2O2PSi in total in a non-equilibrium geometry.

XYZ file:
```
113
Properties=species:S:1:pos:R:3:lowdin_charge:R:1
C -2.8812 3.2944 3.3853 -0.173
Si -4.1195 1.9415 2.9571 0.602
C -4.1297 1.6843 1.0815 -0.218
C -3.5487 0.3023 3.7069 -0.228
C -2.9060 0.4713 5.0873 -0.137
C -2.1297 -0.7453 5.6220 -0.564
F -2.3126 -1.8161 4.7689 0.054
F -0.8004 -0.5081 5.6265 0.075
N -2.6231 -1.1426 6.9145 0.053
C -1.6859 -1.4541 7.9961 -0.385
P -0.9713 -0.0050 8.8505 0.708
N 0.0190 -0.4021 10.0165 -0.328
C -2.6172 -2.1539 9.0283 -0.769
O -2.8669 -1.5282 10.0721 -0.080
O -3.1025 -3.2250 8.6445 -0.052
C -5.8751 2.4098 3.4668 -0.236
C -6.2423 3.7563 3.5436 -0.100
C -7.5370 4.0949 3.8787 -0.104
C -8.4816 3.1246 4.1404 -0.101
C -8.1488 1.7789 4.1106 -0.095
C -6.8447 1.4442 3.7680 -0.112
H -2.8079 3.4109 4.4629 0.028
H -3.1630 4.2281 2.9091 0.022
H -1.9029 2.9613 3.0429 0.036
H -4.9687 1.0338 0.8459 0.025
H -4.1619 2.6137 0.5346 -0.024
H -3.2237 1.1318 0.8392 0.028
H -2.8768 -0.1856 3.0046 0.078
H -4.4251 -0.3393 3.7812 0.067
H -3.7146 0.6354 5.7910 0.103
H -2.2589 1.3428 5.1553 0.096
H -3.1423 -1.9992 6.7655 0.102
H -0.8984 -2.1601 7.7263 0.121
H -2.0882 0.7611 9.2186 0.010
H -0.2403 0.6891 7.8582 -0.021
H -0.3445 -0.0292 10.8851 -0.065
H -5.5289 4.5419 3.3453 0.091
H -7.8407 5.1312 3.9200 0.097
H -9.4938 3.4179 4.3763 0.097
H -8.8898 1.0250 4.3160 0.100
H -6.5631 0.4019 3.7295 0.088
Cl -4.8460 2.2736 -1.9564 0.601
C -4.1714 3.0060 -3.4359 -0.653
C -3.2122 4.1244 -3.1278 -0.691
Cl -4.0372 5.5455 -2.4289 0.529
H -4.9988 3.3505 -4.0515 0.068
H -3.6465 2.2151 -3.9709 0.069
H -2.7258 4.4517 -4.0468 -0.033
H -2.4449 3.8048 -2.4262 0.069
Cl -1.2673 4.0219 -5.9170 0.591
C -0.0134 5.2330 -6.2968 -0.635
C 0.4362 5.9813 -5.0693 -0.679
Cl -0.8392 7.0527 -4.4328 0.557
H -0.4120 5.9047 -7.0526 0.068
H 0.8278 4.6900 -6.7265 0.068
H 1.2883 6.6113 -5.3233 0.075
H 0.7250 5.2953 -4.2702 -0.041
Cl 0.4951 0.4101 -4.4397 0.564
C 1.7927 1.5430 -4.8882 -0.668
C 2.3430 2.2778 -3.6942 -0.631
Cl 1.1470 3.4147 -3.0147 0.612
H 1.3908 2.2290 -5.6308 0.043
H 2.5816 0.9537 -5.3532 0.023
H 3.2108 2.8648 -3.9910 0.076
H 2.6427 1.5939 -2.9046 0.061
Cl -6.8342 0.2904 7.2129 0.540
C -6.4900 -1.3182 7.9267 -0.632
C -6.2644 -2.3530 6.8636 -0.652
Cl -7.7651 -2.7127 5.9444 0.503
H -7.3249 -1.5903 8.5663 0.066
H -5.5980 -1.2143 8.5448 0.071
H -5.9309 -3.2813 7.3249 0.078
H -5.5184 -2.0292 6.1504 0.048
Cl 0.6038 0.1907 -8.2056 0.547
C 1.0136 -1.5405 -8.2973 -0.648
C 1.6529 -2.0185 -7.0207 -0.651
Cl 3.2678 -1.2971 -6.7764 0.565
H 1.6644 -1.6874 -9.1554 0.068
H 0.0866 -2.0851 -8.4676 0.076
H 1.7853 -3.0985 -7.0506 0.035
H 1.0463 -1.7666 -6.1550 0.033
Cl 5.1026 -3.2395 -2.6534 0.561
C 5.8113 -2.4024 -4.0583 -0.694
C 6.6635 -1.2313 -3.6486 -0.657
Cl 5.6933 0.1013 -2.9528 0.533
H 4.9974 -2.0938 -4.7075 -0.001
H 6.4182 -3.1312 -4.5894 0.024
H 7.1751 -0.8254 -4.5196 0.067
H 7.4119 -1.5164 -2.9140 0.063
Cl 4.0183 -4.5384 -6.0885 0.596
C 4.5112 -6.2505 -6.0887 -0.631
C 5.1110 -6.6622 -4.7698 -0.660
Cl 6.6846 -5.8754 -4.4578 0.568
H 5.2079 -6.3929 -6.9111 0.068
H 3.6201 -6.8450 -6.2826 0.076
H 5.2907 -7.7360 -4.7718 0.077
H 4.4609 -6.4239 -3.9306 -0.006
Cl 4.3915 -6.8851 -1.4597 0.580
C 5.9434 -6.3630 -0.7508 -0.657
C 6.9057 -7.5082 -0.5819 -0.667
Cl 6.3741 -8.6639 0.6672 0.540
H 5.7275 -5.8769 0.1970 0.074
H 6.3672 -5.6255 -1.4309 0.021
H 7.8747 -7.1241 -0.2682 0.074
H 7.0345 -8.0568 -1.5115 0.063
Cl 10.0965 0.6276 -3.4387 0.536
C 9.5139 1.9915 -2.4470 -0.659
C 8.8003 3.0299 -3.2713 -0.670
Cl 9.9069 3.8989 -4.3672 0.534
H 10.3690 2.4121 -1.9248 0.068
H 8.8270 1.5775 -1.7107 0.069
H 8.3548 3.7736 -2.6131 0.074
H 8.0130 2.5838 -3.8734 0.056
```

Values from the calculation:
- HOMO (eV) = -4.789
- net charge = -1
- lowest unoccupied orbital energy (eV) = 1.080


ORCA calculation (ωB97M-V with the def2-TZVPD basis set) on a cluster of 4 separate species, C31H56ClO13PS2 in total in a non-equilibrium geometry.

XYZ file:
```
104
Properties=species:S:1:pos:R:3:lowdin_charge:R:1
C -2.0684 -5.7004 -0.4290 -0.151
C -1.4833 -4.6382 -1.4193 -0.277
C 0.0723 -4.7042 -1.6225 -0.189
C 0.9025 -4.9820 -0.3075 -0.199
C 1.9532 -3.8140 -0.1008 -0.217
C 2.9971 -3.6955 -1.2757 -0.176
C 2.7913 -2.2849 -1.9769 -0.196
C 3.7980 -1.1796 -1.4168 -0.176
C 2.8838 -0.0141 -0.8826 -0.208
C 3.7323 1.0597 -0.1108 -0.194
C 2.8890 2.3939 0.0615 -0.202
C 2.6871 2.8100 1.5565 -0.195
C 1.5464 2.0275 2.2892 -0.187
C 0.3641 1.5841 1.3661 -0.194
C -0.8781 1.2219 2.2645 -0.126
C -1.7870 0.1043 1.6386 -0.441
P -0.9973 -1.4869 2.3524 0.409
O -1.1082 -1.4850 4.0349 -0.253
O 0.6555 -1.4622 1.9980 -0.222
S -1.7218 -3.1303 1.6248 0.475
O -1.5177 -0.0711 0.2239 -0.190
S -2.8703 -0.5340 -0.5984 0.749
O -3.3611 0.3991 -1.6352 -0.246
O -2.7712 -1.8507 -1.2447 -0.282
O -3.8083 -0.7344 0.7641 -0.240
C -3.3478 0.1856 1.7789 -0.682
Cl -4.0036 -0.6502 3.2810 0.749
C -4.0483 1.5900 1.8278 -0.132
C -4.7840 1.9987 0.5022 -0.235
O -3.9894 2.9673 -0.1740 -0.071
H -1.8111 -6.7461 -0.7091 0.078
H -3.1833 -5.6045 -0.4587 0.074
H -1.7733 -5.4793 0.6177 -0.013
H -1.7856 -3.6113 -1.1187 0.028
H -1.9622 -4.8305 -2.4131 0.105
H 0.3914 -3.6983 -1.9964 0.086
H 0.3483 -5.4092 -2.4441 0.111
H 0.2843 -5.0040 0.6128 0.061
H 1.4708 -5.9251 -0.4668 0.107
H 2.4670 -4.0286 0.8657 0.100
H 1.3499 -2.8856 0.0526 0.081
H 2.7855 -4.4579 -2.0545 0.101
H 4.0280 -3.8003 -0.8783 0.100
H 2.9743 -2.4097 -3.0691 0.105
H 1.7532 -1.9241 -1.8097 0.077
H 4.4001 -0.8268 -2.2851 0.107
H 4.4676 -1.5890 -0.6306 0.102
H 2.4605 0.4999 -1.7811 0.122
H 2.0975 -0.3876 -0.1919 0.087
H 4.6136 1.2857 -0.7601 0.097
H 4.1563 0.6965 0.8492 0.097
H 1.9587 2.3546 -0.5437 0.092
H 3.5181 3.1969 -0.4027 0.105
H 3.6373 2.5537 2.0911 0.109
H 2.5909 3.9138 1.6224 0.103
H 1.8846 1.1367 2.8593 0.113
H 1.1126 2.7296 3.0521 0.112
H 0.0585 2.3536 0.6254 0.125
H 0.7309 0.7029 0.7866 0.080
H -1.4009 2.1604 2.5401 0.119
H -0.4560 0.8158 3.2198 0.107
H -0.6942 -2.3046 4.3350 0.063
H 1.0631 -2.2588 2.3617 0.065
H -3.3813 2.4321 2.1039 0.118
H -4.8300 1.5547 2.6191 0.090
H -5.1101 1.1481 -0.1278 0.113
H -5.7218 2.5278 0.8130 0.110
H -3.8054 2.6934 -1.0775 0.072
O 6.3231 -0.5377 1.7104 0.118
C 7.1545 0.1386 1.1769 -0.483
C 8.6399 -0.1234 1.1604 -0.077
C 9.1975 1.2162 0.7099 -0.161
C 8.0685 1.7639 -0.1395 -0.155
O 6.8658 1.2504 0.4537 0.008
H 8.8511 -0.9168 0.4408 0.135
H 8.9975 -0.4004 2.1494 0.127
H 10.1432 1.1430 0.1735 0.117
H 9.3532 1.8599 1.5792 0.120
H 8.1209 1.4169 -1.1751 0.130
H 8.0408 2.8529 -0.1339 0.126
O -9.1207 6.0436 4.5416 0.127
C -8.3093 5.8138 3.6944 -0.485
C -8.4607 6.0855 2.2163 -0.077
C -7.3371 5.2527 1.6250 -0.170
C -6.3161 5.2434 2.7382 -0.161
O -7.0789 5.2939 3.9525 0.030
H -8.3170 7.1525 2.0353 0.134
H -9.4367 5.7664 1.8581 0.128
H -6.9457 5.6453 0.6868 0.120
H -7.6938 4.2356 1.4414 0.115
H -5.6565 6.1147 2.7050 0.131
H -5.7070 4.3395 2.7271 0.111
O 1.0512 -2.3908 -5.9036 0.119
C 0.1172 -1.8707 -5.3641 -0.486
C -1.1196 -1.3344 -6.0433 -0.076
C -1.7345 -0.4676 -4.9563 -0.151
C -1.2695 -1.1614 -3.6931 -0.165
O 0.0149 -1.7204 -4.0212 0.021
H -1.7664 -2.1716 -6.3127 0.134
H -0.8583 -0.7546 -6.9257 0.125
H -2.8185 -0.3774 -5.0227 0.119
H -1.3098 0.5389 -5.0057 0.121
H -1.9343 -1.9701 -3.3960 0.114
H -1.1635 -0.4687 -2.8619 0.103
```

Values from the calculation:
- HOMO (eV) = -9.055
- SMILES string = CCCCCCCCCCCCCCC[C@]1(P(O)(O)=S)OS(=O)(=O)O[C@]1(Cl)CCO.O=C1CCCO1.O=C1CCCO1.O=C1CCCO1
- lowest unoccupied orbital energy (eV) = 0.066


HOMO-LUMO gap (eV)
10.6, 5.9, 9.1